Density functional theory data (ωB97M-V/def2-TZVPD) for 2 unconnected molecules or ions with the total composition C5H14 in a non-equilibrium geometry.

Cartesian coordinates (Å):
C1 1.048 -0.856 0.467
C2 -0.255 -1.569 0.828
C3 -0.094 -3.078 1.260
H1 0.900 -0.466 -0.541
H2 1.906 -1.530 0.589
H3 1.258 -0.069 1.195
H4 -0.718 -1.074 1.699
H5 -0.954 -1.599 0.016
H6 -0.590 -3.751 0.551
H7 0.972 -3.286 1.315
H8 -0.562 -3.275 2.226
C4 -0.194 2.755 -0.515
C5 -0.404 2.449 -1.998
H9 0.621 3.382 -0.202
H10 -1.112 3.193 -0.072
H11 -0.311 1.921 0.182
H12 0.075 1.472 -2.094
H13 -1.422 2.134 -2.235
H14 -0.164 3.247 -2.671

Summary:
SMILES: CCC.CC
DFT total energy: -198.8516 hartree
relative energy (zero: lowest compared OMol25 entry of this formula, charge and spin): 23.6 kcal/mol
largest force on an atom: 3.08 eV/Å
net charge: 0

Atom charges from the Mulliken analysis, given in e for atoms 1 to 5: -0.833, -0.292, -0.904, 0.028, 0.396